No. 1
Computed, not measured: 7 unconnected molecules or ions with the total composition C40H40Br2N6O13P2, with ωB97M-V/def2-TZVPD.

The geometry in XYZ format:
```
103
Properties=species:S:1:pos:R:3:mulliken_charge:R:1
H 0.280 9.846 -3.338 0.37
H 2.478 -3.141 -3.677 0.40
N 3.793 -4.594 4.783 1.02
H 1.209 5.300 0.773 0.55
H 6.694 -6.752 1.947 0.40
H -9.697 -1.956 1.266 0.46
C 6.936 -4.095 0.051 -0.82
C 4.802 -7.739 2.161 -0.60
C -8.287 -3.237 4.074 -0.45
P 6.441 -1.636 -1.540 0.05
C -3.373 -0.685 -6.353 0.12
H 2.251 -6.648 4.116 0.47
O -8.348 -0.359 0.110 -0.60
H 0.174 8.429 -1.297 0.47
H -5.883 -1.104 2.985 0.46
Br 3.111 -1.038 -1.881 -0.07
H 2.701 4.328 5.389 0.37
C -2.413 -0.893 -5.379 -0.68
C -2.048 0.368 1.046 -0.85
O 0.052 -3.280 -1.441 -0.58
H 2.836 -8.504 2.563 0.39
O -2.043 -3.720 -1.658 -0.60
H -0.565 12.166 -3.264 0.37
C -2.684 -1.811 -4.377 -0.06
O 1.536 3.049 0.023 -0.60
C -0.608 11.548 -2.377 -0.46
H -8.490 -3.937 4.873 0.37
H -1.508 13.080 -1.172 0.37
H 1.272 7.116 2.459 0.35
N -3.094 0.289 -7.427 1.02
C 1.919 3.834 2.160 0.19
C -0.723 9.983 -0.135 0.21
H 3.607 -4.475 -3.414 0.42
H -1.951 -1.995 -3.606 0.26
C 3.915 -2.803 -2.089 0.07
H 3.987 -3.176 -1.068 0.33
O -6.414 0.047 0.961 -0.62
C -6.812 -1.651 3.029 -0.33
C 5.722 -6.733 2.420 -0.32
H 6.072 -4.533 -0.456 0.25
C -1.140 12.064 -1.203 -0.37
C 1.535 5.108 1.784 -0.55
H -4.105 -0.218 0.816 0.56
H -2.286 1.255 1.619 0.43
O 4.618 -3.720 4.956 -0.61
N -7.492 -0.518 0.954 0.98
C -3.074 -0.453 0.594 -0.18
H 2.628 2.514 3.686 0.48
C 3.552 -7.719 2.766 -0.38
N -0.791 9.138 1.073 1.01
C -4.837 -2.269 -5.354 -0.46
C 3.011 -3.708 -2.919 -1.38
H -4.085 -3.218 -3.581 0.43
C -0.722 0.066 0.763 0.02
C -9.234 -3.031 3.080 -0.39
H 5.059 -8.542 1.482 0.39
C -0.410 -1.063 0.023 -0.79
C -8.981 -2.137 2.052 -0.45
H 2.026 6.622 4.765 0.39
C -4.584 -1.353 -6.362 -0.43
H 6.574 -3.447 0.850 0.38
C 5.400 -5.696 3.282 -0.40
C -2.777 -1.584 -0.150 -0.58
O -1.289 9.614 2.071 -0.60
C 1.576 6.115 2.734 -0.25
H -1.612 11.650 0.863 0.45
H 0.612 -1.313 -0.219 0.44
O 2.696 -4.626 5.305 -0.61
N -1.122 -3.050 -1.228 1.06
C 3.214 -6.691 3.632 -0.44
C 4.148 -5.699 3.869 0.18
H -5.776 -2.805 -5.343 0.38
C -3.890 -2.499 -4.365 -0.32
H 5.741 -3.709 -2.653 0.54
C -1.449 -1.863 -0.419 0.21
C -1.202 11.278 -0.063 -0.47
C 2.376 4.544 4.380 -0.45
H -3.553 -2.238 -0.519 0.48
O 2.186 1.635 1.508 -0.60
O -0.341 8.009 0.998 -0.60
C 2.339 3.525 3.441 -0.41
C -7.772 -1.466 2.050 0.21
C -0.186 9.446 -1.291 -0.32
C 5.337 -2.696 -2.622 -0.70
H 0.084 0.700 1.102 0.42
C -7.081 -2.549 4.050 -0.43
O 8.998 -2.344 -0.186 -0.46
P 7.978 -3.194 -1.173 0.11
H 6.094 -4.899 3.499 0.49
H -5.301 -1.153 -7.143 0.47
H 7.123 -0.943 -2.560 0.06
O -2.017 0.850 -7.414 -0.61
N 1.879 2.759 1.151 1.03
H 7.522 -4.910 0.476 0.26
O -3.959 0.471 -8.262 -0.61
H -6.346 -2.710 4.826 0.38
H -10.172 -3.568 3.102 0.37
H -1.483 -0.345 -5.413 0.48
H 2.265 -4.186 -2.290 0.35
C -0.133 10.245 -2.422 -0.44
C 1.997 5.833 4.026 -0.51
Br 5.352 -2.115 -4.484 -0.07
H 8.569 -1.654 0.339 0.32
```

Results
Electronic energy = -8685.103100 hartree
Spin multiplicity = 1
ΔE to the lowest compared entry with this formula, charge and spin = 0.0 kcal/mol
Highest occupied orbital energy = -8.515 eV
E_LUMO = -0.696 eV
SMILES = C[C@H](Br)[C@@H](Br)[PH]#P(C)O.O=[N+]([O-])c1ccccc1.O=[N+]([O-])c1ccccc1.O=[N+]([O-])c1ccccc1.O=[N+]([O-])c1ccccc1.O=[N+]([O-])c1ccccc1.O=[N+]([O-])c1ccccc1
Total charge = 0
Frontier orbital gap = 7.82 eV

No. 2
Computed, not measured: a molecular structure, CH5NO2P in a non-equilibrium geometry, with ωB97M-V/def2-TZVPD.

The geometry in XYZ format:
```
10
Properties=species:S:1:pos:R:3:mulliken_charge:R:1
O 1.604 -0.139 -1.554 -0.66
N 0.584 1.605 0.396 -0.71
H -1.289 -1.801 0.422 0.22
H 0.468 1.668 1.512 0.23
H -0.336 1.724 0.002 0.27
H -1.359 -1.225 -1.290 0.26
H -1.715 -0.043 -0.021 0.15
C -1.021 -0.940 -0.284 -0.94
P 1.149 -0.124 -0.148 0.85
O 1.915 -0.724 0.965 -0.67
```

Results
Electronic energy = -587.776178 hartree
Spin multiplicity = 1
ΔE to the lowest compared entry with this formula, charge and spin = 28.9 kcal/mol
Highest occupied orbital energy = -4.341 eV
E_LUMO = 4.372 eV
Total charge = -1
Frontier orbital gap = 8.71 eV

No. 3
Computed, not measured: 12 unconnected molecules or ions with the total composition C56H116N7O21 in a non-equilibrium geometry, with ωB97M-V/def2-TZVPD.

The geometry in XYZ format:
```
200
Properties=species:S:1:pos:R:3:mulliken_charge:R:1
H -0.498 -2.994 7.736 0.14
O 6.011 2.287 1.544 -0.18
N -2.770 -1.761 6.717 0.61
C -4.826 -1.263 -1.908 0.75
O -0.727 2.285 -0.409 -0.26
H 1.786 0.249 -7.429 0.61
H 0.542 -1.594 -8.966 0.33
C -3.986 -0.914 6.693 -1.21
H 6.777 0.586 2.304 0.41
O 5.357 -1.938 -4.046 -0.36
O -0.373 -2.902 3.578 -0.50
H -5.650 0.549 -2.706 0.30
H 2.743 3.453 -8.184 0.32
H 2.041 4.984 -8.771 0.33
H 7.075 1.380 4.505 0.33
H 2.035 5.639 -1.832 0.34
H 7.834 1.953 2.306 0.43
H -1.712 0.675 2.565 0.25
H -1.727 -0.540 -0.768 -0.05
H -5.047 -3.148 5.694 0.32
H 0.297 3.515 -7.101 0.88
H 0.099 0.238 -7.062 0.75
H 3.483 -2.746 -3.568 0.20
H 0.834 1.035 -4.884 -0.76
H -4.079 -0.417 5.694 0.21
C 0.810 -1.507 1.055 1.85
H -0.765 -3.702 -3.695 0.57
C -0.931 4.316 -2.512 -0.34
H 4.222 3.107 2.611 0.29
H -1.933 -3.100 5.291 0.17
H 2.203 0.408 6.875 0.18
O 3.722 3.978 2.441 -0.47
O 2.364 1.601 5.166 -0.36
C 4.495 0.578 4.590 -1.30
O -1.959 1.720 -4.608 -0.35
H -2.541 4.120 -1.005 0.43
C 6.808 1.663 2.472 -0.58
H -2.871 -1.833 -4.488 0.33
C -1.634 0.444 5.814 -1.18
H 0.820 -3.072 -8.069 0.26
H -2.780 -1.781 8.776 0.56
H 2.179 -2.119 -8.580 0.32
C 0.369 3.946 -5.037 0.62
C 6.109 1.753 0.181 -0.88
H -0.693 -1.370 6.111 0.02
H -3.835 -4.157 1.989 0.45
C 2.023 2.694 1.431 1.86
H -1.130 -2.279 1.458 -0.86
H 5.763 0.740 0.126 0.40
H 3.241 -0.196 0.862 -0.08
H -2.060 -0.676 -5.311 0.01
O 1.767 4.915 2.113 -0.76
O -1.749 0.362 -0.404 -0.39
H 3.074 -1.445 2.189 -0.08
H 2.469 -0.420 4.743 -0.15
C -0.179 -2.783 -1.806 -0.20
H 5.901 1.592 -5.986 0.28
O 2.042 -1.902 0.395 -0.53
H 7.181 -1.707 -4.962 0.24
C -7.122 -6.224 1.523 -0.78
O -3.993 -2.131 -1.817 -0.56
C 2.970 0.517 4.431 1.16
C -1.473 -3.386 8.045 -1.01
C 6.226 -2.279 -5.043 -0.92
C 1.731 -3.773 4.086 -1.62
O -2.211 0.315 4.548 -0.27
C -4.347 -3.843 1.100 0.37
N -0.837 4.968 -0.231 0.30
H -4.123 -4.295 6.574 0.47
H -4.026 3.198 -5.000 0.25
C -2.939 -2.697 5.524 0.68
C -1.286 0.251 3.435 -0.59
H -3.567 -3.637 0.331 -0.54
H 3.570 1.293 6.887 0.36
H -3.566 -1.903 2.736 -1.44
H 2.657 -3.446 4.498 0.28
H -1.429 -3.778 9.072 0.48
O 3.718 2.529 -4.794 0.01
H -4.855 -1.595 6.761 0.58
C 0.627 -2.716 4.241 0.78
H 2.686 -0.763 -3.095 -0.32
C 1.058 -0.165 -6.759 -1.44
H -4.156 -0.369 7.619 0.34
C -0.798 1.121 -0.839 -0.28
C 6.362 1.963 3.890 -0.94
C -5.034 -0.339 -3.073 -0.63
H -1.703 -4.309 7.481 0.28
C 0.032 0.533 -1.957 1.29
H 0.658 -0.253 -1.597 -0.37
O 1.061 -1.595 -6.905 -0.24
H -0.951 -0.787 3.252 0.22
H 7.019 2.492 -5.047 0.42
N -5.157 -2.668 1.483 -0.63
H 1.360 -4.662 4.618 0.41
O -1.458 2.295 -6.691 -0.75
H 0.599 -0.484 0.787 -0.80
C 1.056 5.215 -1.602 -1.25
H 0.725 -2.193 -2.092 -0.05
O -6.114 -5.274 1.786 -0.26
C 2.236 5.370 -4.300 -0.57
H 0.725 1.272 -2.290 0.55
H 7.151 1.887 -0.182 0.37
H 5.918 -2.078 -6.075 0.35
H 3.541 4.967 -7.877 0.35
C -5.287 -0.689 2.870 -1.26
C 6.059 2.048 -4.994 -1.24
C -1.503 -0.840 6.627 -0.17
H 5.455 2.304 -0.521 0.19
N -0.903 -2.147 -0.731 0.45
N 2.810 0.129 -5.099 0.05
H -1.960 6.031 1.173 0.34
N 4.950 1.892 4.147 0.20
H -5.550 -0.821 -3.943 0.33
C -4.389 -1.601 2.058 2.96
C 0.384 4.715 -2.695 1.86
H -5.961 -0.133 2.261 0.77
H -2.171 1.222 6.329 0.58
H -6.079 -4.340 -0.136 0.36
H -1.263 -0.671 7.670 0.57
H -4.058 0.060 -3.423 -0.16
H 0.863 -0.685 -4.743 -0.09
H -3.735 3.145 -6.872 0.34
H 2.817 5.665 -3.465 0.44
H 1.669 2.980 0.488 -0.59
O 0.826 -1.734 5.050 -0.61
C -2.257 2.193 -5.726 0.96
C 2.556 1.416 6.550 -0.76
C 3.997 -2.061 -4.297 -0.87
H 2.790 0.685 3.372 -0.50
H -3.138 -2.093 4.645 -0.68
C -2.705 -2.503 7.955 -0.64
C 0.440 5.373 -0.409 -0.92
C 2.563 4.498 -7.925 -0.91
H -4.942 -5.750 0.098 0.51
C 3.173 -1.271 1.052 -0.23
H 2.819 1.988 1.212 -0.55
H -1.730 -2.462 -5.510 0.32
H 3.667 1.568 -5.108 0.41
C -0.327 -2.423 0.658 -0.32
H -1.802 -2.646 -0.757 -0.58
H 6.676 3.037 4.179 0.37
N 1.968 4.633 -6.620 0.33
O 5.157 4.149 -4.280 -0.65
H -4.297 1.777 -5.824 0.31
H -3.550 -3.211 7.964 0.49
H -0.421 0.866 3.731 0.21
H -1.817 4.211 1.483 0.29
C 2.683 5.269 -5.604 -0.56
H 4.139 -0.064 -3.617 -0.04
H 1.710 -3.864 3.029 0.40
H 3.537 5.876 -5.877 0.35
C -1.302 5.139 1.145 -0.68
H 4.039 -1.773 0.763 0.57
H 4.911 0.233 5.547 0.24
H -7.698 -6.333 2.454 0.22
H 0.024 -3.431 0.642 0.68
C -1.533 4.441 -1.238 -0.76
H 1.238 2.170 1.941 -0.32
C 0.813 4.031 -6.336 -0.68
C -1.917 -1.612 -4.850 -1.02
H -5.806 -3.001 2.139 0.50
H 0.820 5.787 0.535 0.78
C -5.398 -4.859 0.563 -0.94
H 2.168 2.255 7.153 0.32
C 1.282 0.132 -5.245 0.95
C 1.020 4.645 -3.992 0.72
H 3.845 -2.423 -5.281 0.65
H -5.475 -1.782 -0.213 0.37
H 0.929 -1.607 2.138 -0.35
C 1.180 -2.091 -8.220 -0.90
C 4.937 2.985 -4.592 0.79
C 2.480 3.901 2.095 0.23
C -4.127 -3.665 5.687 -1.64
C -1.080 -2.839 -3.098 -1.18
O -5.634 -1.024 -0.882 -0.58
H 0.220 -3.727 -1.442 0.66
H -4.705 0.071 3.330 0.34
H 3.214 -0.342 -5.849 0.33
H -1.562 4.083 -3.373 0.57
H -0.623 0.914 5.736 0.26
O -5.961 -1.474 3.800 -0.07
C 3.337 -0.721 -3.963 0.45
H -3.965 -1.014 1.208 -0.68
H 5.004 -0.087 3.900 0.59
H -4.054 -4.411 4.920 0.45
H -7.806 -5.891 0.690 0.30
H -0.447 3.299 -4.841 -1.26
H 6.446 -3.296 -4.963 0.41
H 6.134 1.185 -4.309 0.24
H -0.564 0.187 -2.868 -0.23
H -7.852 -0.633 3.620 0.37
H -0.431 5.276 1.776 0.23
H -7.043 -0.079 4.947 0.38
C -7.128 -0.973 4.360 -1.07
H -6.727 -7.189 1.226 0.31
O -1.026 -1.581 -3.791 0.42
H -7.537 -1.771 5.003 0.27
H -2.063 -3.101 -2.698 0.29
H 4.676 2.601 4.829 0.30
C -3.675 2.633 -5.894 -1.44
```

Results
Electronic energy = -4166.210054 hartree
Spin multiplicity = 1
Highest occupied orbital energy = -9.827 eV
E_LUMO = -3.722 eV
Total charge = +1
Frontier orbital gap = 6.10 eV